62
Properties=species:S:1:pos:R:3:forces:R:3:mulliken_charge:R:1 method="wB97M-V/def2-TZVPD" molar_mass_g_mol=539.5 charge=-3 e_homo_ev=0.4
H 7.12253 0.48905 0.95098 0.31 0.34 0.01 0.27
C 1.70219 4.48862 6.01570 0.19 -0.47 -1.02 0.53
H 0.31862 7.39488 -1.75648 0.28 0.90 0.14 0.21
H -4.81685 -1.65436 5.71842 -0.73 0.41 0.63 0.25
Ca 0.23116 0.90894 0.96930 0.36 -0.16 1.51 1.78
H 5.30690 -3.47521 -6.57131 -0.64 -0.40 0.05 0.38
O 1.64332 3.89186 7.07101 0.36 -0.58 3.39 -0.72
H 1.95541 -4.85257 4.35141 0.20 0.43 0.24 0.26
H -8.19865 -1.60270 -5.11227 0.49 0.66 0.42 0.36
H 3.07877 -2.14499 -7.38706 -0.45 1.11 -0.36 0.37
O -4.76596 -0.76645 -1.69445 -3.48 -0.41 -0.16 -0.60
C -5.90548 -1.23765 -1.81568 5.73 3.67 -2.01 0.69
H 8.07398 0.11341 2.45909 0.15 1.06 0.32 0.32
H 3.36438 -4.49645 3.32627 -0.11 -0.32 -0.33 0.19
H 4.86118 -0.95716 -6.46597 0.48 -0.21 0.12 0.29
H -8.16495 -2.43229 -0.88793 -0.19 -0.84 0.04 0.33
H 2.77212 -3.16147 -6.18348 -0.40 0.07 1.52 0.30
H 1.07990 5.94669 -1.51737 0.05 -0.49 0.24 0.27
O 4.04955 -1.05985 -4.58796 1.38 0.37 1.36 -0.34
H 2.75967 6.06849 6.80928 0.88 0.04 0.10 0.24
C -7.54514 -2.67265 -1.75174 -0.65 -1.48 0.41 -0.44
C 1.59469 -3.43271 2.82036 -1.32 4.20 -3.78 0.64
H -4.97471 -1.82627 4.07703 0.28 0.21 -0.64 0.27
C 7.08975 0.17834 1.99525 0.98 -0.73 -1.11 -0.89
H -8.47029 -3.09164 -4.41129 -0.50 -0.22 0.37 0.39
H 4.95949 -3.63069 -4.75607 -1.10 0.03 -0.41 0.36
H -8.83729 -1.30699 -2.60908 -0.02 0.38 -0.43 0.26
C -7.85441 -1.72691 -2.82285 -1.01 0.24 -2.99 0.40
H 2.30456 6.39762 5.16782 -0.19 -0.20 -0.29 0.25
C 2.77750 -0.65293 -4.57681 -0.17 -0.55 -1.31 0.62
O -3.66202 0.43791 3.65483 -0.42 -1.78 -1.60 -0.74
C -7.79632 -2.23940 -4.32434 -1.02 -1.24 0.90 -1.37
H 3.57877 5.20126 5.38008 0.21 0.12 0.39 0.15
O -0.78946 7.19645 0.79742 -0.74 3.92 1.06 -0.68
H 6.93510 -0.89921 1.93990 -0.73 -0.23 -0.09 0.19
C 4.45061 -1.70491 -5.78743 -3.36 -1.06 -0.05 0.43
H -6.19354 -0.84858 4.73884 -0.03 0.25 0.76 0.20
O -4.09534 0.88052 5.70089 -1.26 -1.44 1.00 -0.71
H 1.85196 -5.46614 2.77180 0.90 -0.34 -0.42 0.25
H 1.61547 7.20454 -0.45680 -0.52 0.47 0.22 0.24
O 5.73937 0.40561 3.86403 1.35 -0.52 5.15 -0.64
C 5.18572 -2.98557 -5.60503 2.91 0.32 0.40 -1.45
C 2.28367 -4.63833 3.33434 -0.91 -1.05 0.32 -0.77
H -6.87989 -2.73657 -4.64229 0.54 0.72 0.31 0.33
C -5.13328 -1.07523 4.85091 0.00 -2.13 -0.67 -0.79
H 6.23314 -2.80056 -5.36673 0.34 0.45 0.02 0.40
O 2.23994 -0.00360 -3.74996 0.01 -0.08 -0.15 -0.49
O 1.31894 -3.23564 1.53618 0.82 -2.33 0.80 -0.84
O -6.22978 -2.36379 -1.39193 -0.48 -4.99 2.65 -0.29
C -0.43421 6.42417 -0.06603 1.24 -0.86 2.26 0.52
O -0.83715 5.26326 0.00331 -0.56 -3.73 -2.03 -0.73
O 2.19016 -1.11463 -5.75437 -0.50 -0.31 0.43 -0.34
O 1.09779 4.14722 5.01154 -1.59 -0.34 -3.04 -0.65
C 3.02702 -2.10800 -6.29891 1.46 0.30 -1.58 -0.52
O -6.85636 -0.81325 -2.64578 0.61 4.01 -0.64 -0.35
C 5.88772 0.73329 2.72846 -2.21 -1.48 -2.39 0.49
H -7.62117 -3.65388 -2.22023 0.04 -0.48 1.11 0.29
C 2.67099 5.60890 5.82490 0.18 1.42 0.44 -0.70
O 4.88761 1.05404 2.03760 0.06 1.52 -2.24 -0.74
C -4.24734 0.09901 4.72067 2.15 4.38 0.19 0.54
O 1.34435 -2.46473 3.52894 0.05 0.09 2.55 -0.67
C 0.72557 6.79987 -0.93890 0.31 -0.62 -2.12 -0.80

20
Properties=species:S:1:pos:R:3:forces:R:3:mulliken_charge:R:1 method="wB97M-V/def2-TZVPD" molar_mass_g_mol=133.2 e_homo_ev=-9.1
H -3.50233 -1.87068 0.34781 -0.09 -0.20 -0.05 0.30
H -0.64716 0.36190 0.40275 0.00 0.52 0.07 0.37
N -0.68315 -2.45552 1.69208 0.30 0.34 -0.72 -0.66
H -2.43968 -2.93241 -0.34410 -0.05 -0.27 0.15 0.26
H 2.41716 3.43381 -2.12705 -0.11 0.00 -0.04 0.32
H -1.49251 -0.23790 2.37412 0.08 -0.69 0.29 0.32
C -1.75417 -1.91991 1.26418 0.38 -0.36 1.02 0.51
C 2.82538 1.64186 -0.07921 1.35 -1.39 0.13 -0.84
N -2.06921 -0.59315 1.62415 -0.45 0.70 -0.95 -0.42
H -0.51742 -3.36645 1.26950 -0.34 -0.23 0.42 0.23
C 2.23502 1.60157 -1.45379 -0.90 1.45 0.40 0.57
N -2.77352 -2.55079 0.53288 0.26 0.76 -0.51 -0.52
C -1.73718 0.31379 0.48792 0.08 -0.36 -0.14 -1.02
O 1.72768 2.89614 -1.71782 0.13 -0.37 -0.34 -0.47
H 3.66326 2.34118 -0.13426 -0.27 0.29 0.27 0.31
O 2.09392 0.72277 -2.23418 0.26 -0.35 0.14 -0.48
H 2.14422 1.88988 0.72700 -0.27 0.44 -0.30 0.28
H -2.03778 -0.05063 -0.49716 -0.41 -0.32 0.28 0.32
H -2.22218 1.27723 0.61961 0.27 0.13 0.13 0.32
H 3.29008 0.69165 0.20189 -0.23 -0.08 -0.24 0.29